No. 1
The following is a DFT calculation (ωB97M-V/def2-TZVPD) of a molecular structure, C9H9CrI2NO4S2Ti.

Highest occupied orbital energy (alpha / beta)   -23.315 / -23.535 eV
⟨S²⟩   6.096
Frontier orbital gap (alpha / beta)   6.08 / 5.88 eV
Total charge   +4
2S+1   5

Last column: Löwdin charge in e.
Cartesian coordinates (Å):
I (-2.90, -1.86, 2.65)  0.91
I (-1.37, -2.66, -2.05)  1.05
Cr (0.75, -1.73, -1.01)  0.05
Ti (-0.65, -1.24, 1.74)  0.12
S (-0.90, -0.30, -0.29)  0.51
C (-0.17, 0.57, 2.54)  -0.04
C (0.16, -1.79, 3.77)  -0.04
C (-0.75, 1.71, -0.79)  -0.61
C (-1.03, 1.71, -2.28)  -0.04
C (0.64, 2.18, -0.43)  -0.03
C (-1.85, 2.28, 0.08)  -0.05
C (2.11, -3.00, -1.40)  -0.03
C (1.80, -0.54, -2.01)  -0.03
O (0.93, -1.81, 4.64)  0.26
O (0.41, 1.47, 3.01)  0.28
O (2.97, -3.76, -1.67)  0.30
O (2.36, 0.02, -2.90)  0.29
H (-1.15, 2.74, -2.65)  0.15
H (-1.95, 1.16, -2.48)  0.10
H (-0.23, 1.23, -2.85)  0.09
H (0.74, 3.26, -0.65)  0.16
H (1.43, 1.65, -0.98)  0.07
H (0.86, 2.04, 0.63)  0.07
H (-2.01, 3.34, -0.16)  0.15
H (-1.61, 2.18, 1.14)  0.08
H (-2.78, 1.75, -0.11)  0.11
S (2.01, -4.67, 2.19)  1.14
C (1.34, -3.46, 1.47)  -0.80
N (0.86, -2.47, 0.86)  -0.23

***

No. 2
The following is a DFT calculation (ωB97M-V/def2-TZVPD) of C17H20N4O3 in the gas phase.

ΔE to the lowest compared entry with this formula, charge and spin   273.8 kJ/mol
Highest occupied orbital energy   -8.359 eV
Frontier orbital gap   9.07 eV
Total charge   0
SMILES   COCCOC(=O)C1=C(C)Nc2nc(C)nn2[C@@H]1c1ccccc1

Last column: Löwdin charge in e.
Cartesian coordinates (Å):
C (3.28, -3.20, -1.18)  -0.11
O (2.20, -3.54, -0.35)  -0.19
C (1.07, -4.04, -1.01)  -0.19
C (0.37, -3.05, -1.93)  -0.14
O (-0.10, -1.95, -1.16)  0.00
C (-0.75, -0.99, -1.84)  -0.42
O (-0.96, -1.08, -3.03)  0.09
C (-1.14, 0.11, -0.95)  -0.03
C (-1.88, 1.17, -1.37)  -0.21
C (-2.41, 1.38, -2.75)  0.00
N (-2.22, 2.17, -0.49)  0.16
C (-1.96, 2.04, 0.84)  -0.34
N (-2.36, 2.80, 1.84)  0.18
C (-1.84, 2.16, 2.92)  -0.42
C (-2.03, 2.65, 4.31)  -0.03
N (-1.15, 1.08, 2.62)  0.16
N (-1.23, 1.00, 1.28)  -0.02
C (-0.59, 0.01, 0.46)  -0.15
C (0.91, 0.25, 0.46)  -0.17
C (1.43, 1.39, -0.13)  -0.02
C (2.79, 1.63, -0.13)  -0.08
C (3.65, 0.71, 0.46)  -0.09
C (3.14, -0.43, 1.06)  -0.08
C (1.77, -0.66, 1.06)  -0.03
H (4.14, -3.05, -0.53)  0.09
H (3.10, -2.27, -1.73)  0.09
H (3.50, -4.00, -1.90)  0.09
H (1.34, -4.93, -1.62)  0.13
H (0.39, -4.34, -0.22)  0.13
H (-0.48, -3.54, -2.42)  0.14
H (1.04, -2.67, -2.72)  0.13
H (-2.03, 2.32, -3.14)  0.10
H (-3.50, 1.44, -2.72)  0.09
H (-2.11, 0.57, -3.40)  0.07
H (-2.82, 2.93, -0.79)  0.16
H (-1.51, 1.99, 4.99)  0.07
H (-1.64, 3.66, 4.40)  0.08
H (-3.09, 2.67, 4.55)  0.08
H (-0.79, -0.98, 0.89)  0.16
H (0.76, 2.11, -0.60)  0.12
H (3.19, 2.52, -0.60)  0.10
H (4.72, 0.90, 0.46)  0.10
H (3.80, -1.14, 1.52)  0.11
H (1.38, -1.55, 1.51)  0.12

***

No. 3
The following is a DFT calculation (ωB97M-V/def2-TZVPD) of a gas-phase ion, C8H19N4O2S (charge +1).

ΔE to the lowest compared entry with this formula, charge and spin   185.1 kJ/mol
Highest occupied orbital energy   -13.260 eV
Frontier orbital gap   10.60 eV
Total charge   +1
SMILES   CS(=O)(=O)N([NH+]=C(N)N)C1CCCCC1

Last column: Löwdin charge in e.
Cartesian coordinates (Å):
C (-2.64, -1.07, -2.24)  -0.11
S (-1.06, -0.21, -2.52)  0.68
O (-0.35, -0.67, -3.67)  -0.30
O (-1.42, 1.19, -2.38)  -0.32
N (0.04, -0.45, -1.16)  -0.14
N (1.14, 0.35, -1.48)  0.02
C (1.96, -0.08, -2.45)  -0.46
N (2.53, 0.87, -3.18)  0.22
N (1.98, -1.36, -2.73)  0.20
C (-0.54, 0.09, 0.44)  -0.19
C (0.27, -0.81, 1.34)  -0.17
C (-0.10, -0.59, 2.81)  -0.19
C (-0.10, 0.90, 3.03)  -0.25
C (-1.09, 1.61, 2.14)  -0.18
C (-0.47, 1.56, 0.71)  -0.17
H (-2.70, -1.94, -1.57)  0.07
H (-3.22, -0.28, -1.77)  0.06
H (-3.13, -1.38, -3.22)  0.11
H (1.03, 1.30, -1.37)  0.10
H (3.33, 0.71, -3.79)  0.14
H (2.40, 1.86, -2.90)  0.16
H (2.58, -1.66, -3.46)  0.12
H (1.24, -2.05, -2.37)  0.18
H (-1.51, -0.33, 0.31)  0.12
H (1.36, -0.52, 1.17)  0.15
H (0.24, -1.75, 1.05)  0.06
H (0.62, -1.11, 3.51)  0.14
H (-1.22, -0.72, 2.93)  0.14
H (-0.36, 0.99, 4.18)  0.16
H (0.89, 1.30, 2.73)  0.12
H (-2.13, 1.12, 2.00)  0.15
H (-1.21, 2.70, 2.45)  0.14
H (-1.09, 2.15, 0.03)  0.11
H (0.64, 1.81, 0.66)  0.14

***

No. 4
The following is a DFT calculation (ωB97M-V/def2-TZVPD) of C6H8 in the gas phase.

ΔE to the lowest compared entry with this formula, charge and spin   202.1 kJ/mol
Highest occupied orbital energy   -8.670 eV
Frontier orbital gap   9.64 eV
Total charge   0
SMILES   C#C/C(C)=C/C

Last column: Löwdin charge in e.
Cartesian coordinates (Å):
C (-2.89, -0.78, -0.03)  0.13
C (-1.70, -0.64, 0.02)  -0.13
C (-0.42, -0.01, -0.02)  -0.34
C (-0.52, 1.46, 0.01)  -0.06
C (0.69, -0.80, 0.13)  -0.08
C (2.18, -0.49, -0.08)  -0.09
H (-3.87, -1.15, -0.13)  0.01
H (-0.85, 1.75, 1.02)  0.10
H (-1.37, 1.90, -0.65)  0.12
H (0.32, 2.03, -0.18)  0.04
H (0.57, -1.84, 0.18)  0.08
H (2.61, -1.22, -0.81)  0.07
H (2.81, -0.71, 0.88)  0.10
H (2.45, 0.51, -0.33)  0.04

***

No. 5
The following is a DFT calculation (ωB97M-V/def2-TZVPD) of 2 unconnected molecules or ions with the total composition C5H14N3O.

ΔE to the lowest compared entry with this formula, charge and spin   164.3 kJ/mol
Highest occupied orbital energy (alpha / beta)   -9.535 / -14.532 eV
⟨S²⟩   2.008
Frontier orbital gap (alpha / beta)   6.81 / 7.34 eV
Total charge   +1
2S+1   3

Last column: Löwdin charge in e.
Cartesian coordinates (Å):
C (-1.86, 0.46, -1.38)  -0.07
C (-1.43, -0.77, -0.60)  -0.16
C (-0.19, 1.17, -0.06)  -0.38
C (-2.25, -1.25, 0.68)  0.00
C (0.76, 2.06, 0.69)  -0.02
N (-0.22, -0.13, 0.12)  -0.06
N (3.11, -0.63, -0.54)  0.06
N (0.75, -0.80, 0.83)  0.22
O (-1.19, 1.67, -0.85)  0.05
H (-1.55, 0.22, -2.49)  0.17
H (-2.92, 0.62, -1.21)  0.13
H (-1.25, -1.69, -1.14)  0.15
H (-2.21, -0.58, 1.43)  0.04
H (-1.72, -2.12, 0.99)  0.07
H (-3.33, -1.30, 0.45)  0.11
H (0.72, 3.17, 0.35)  0.13
H (1.82, 1.74, 0.62)  0.06
H (0.57, 2.07, 1.79)  0.09
H (3.54, -1.36, -1.01)  0.03
H (3.59, -0.50, 0.35)  0.07
H (0.46, -1.45, 1.59)  0.16
H (3.09, 0.29, -0.98)  0.06
H (1.71, -0.89, 0.37)  0.07

***

No. 6
The following is a DFT calculation (ωB97M-V/def2-TZVPD) of a molecular structure, C5H5NS.

ΔE to the lowest compared entry with this formula, charge and spin   173.2 kJ/mol
Highest occupied orbital energy   -7.821 eV
Frontier orbital gap   8.77 eV
Total charge   0

Last column: Löwdin charge in e.
Cartesian coordinates (Å):
C (0.06, -0.68, -1.83)  -0.37
C (-1.00, 0.26, -0.09)  -0.47
C (-0.92, 0.72, 1.22)  -0.12
C (1.05, -0.15, 0.66)  -0.06
C (0.19, -0.41, -0.39)  -0.38
H (-0.03, -1.75, -1.95)  0.07
H (0.93, -0.31, -2.52)  0.12
H (-1.62, 1.44, 1.75)  0.14
H (0.57, 0.73, 2.50)  0.11
H (2.00, -0.60, 0.83)  0.11
N (0.32, 0.45, 1.64)  0.01
S (-1.56, 0.30, -1.83)  0.86

***

No. 7
The following is a DFT calculation (ωB97M-V/def2-TZVPD) of a molecular structure, C7H5F6NO4PtS2.

ΔE to the lowest compared entry with this formula, charge and spin   42.8 kJ/mol
Highest occupied orbital energy   -8.705 eV
Frontier orbital gap   8.01 eV
Total charge   0

Last column: Löwdin charge in e.
Cartesian coordinates (Å):
Pt (0.23, -0.28, 0.29)  1.10
C (2.33, -0.35, -0.05)  -0.23
C (2.08, 0.13, 1.27)  -0.21
C (1.37, 1.35, 1.05)  -0.23
C (1.69, 1.84, -0.32)  -0.10
C (2.25, 0.81, -0.99)  -0.10
H (2.79, -1.29, -0.29)  0.11
H (2.25, -0.38, 2.21)  0.11
H (0.92, 1.96, 1.82)  0.11
H (1.36, 2.78, -0.74)  0.11
H (2.48, 0.76, -2.04)  0.11
F (-0.32, -4.23, -2.09)  0.16
C (-0.28, -2.97, -2.50)  -0.69
F (0.92, -2.46, -2.24)  0.12
F (-0.48, -2.93, -3.82)  0.16
S (-1.61, -1.96, -1.69)  0.62
O (-1.43, -0.63, -2.18)  -0.28
O (-2.83, -2.66, -1.89)  -0.24
N (-1.01, -2.09, -0.15)  -0.40
S (-1.99, -1.69, 1.05)  0.61
O (-3.33, -2.15, 1.00)  -0.21
O (-1.75, -0.27, 1.30)  -0.37
C (-1.22, -2.63, 2.46)  -0.69
F (-1.86, -2.28, 3.57)  0.16
F (-1.38, -3.92, 2.24)  0.16
F (0.07, -2.37, 2.61)  0.13

***

No. 8
The following is a DFT calculation (ωB97M-V/def2-TZVPD) of CH6N2O2S in the gas phase.

ΔE to the lowest compared entry with this formula, charge and spin   87.7 kJ/mol
Highest occupied orbital energy   -9.269 eV
Frontier orbital gap   10.15 eV
Total charge   0

Last column: Löwdin charge in e.
Cartesian coordinates (Å):
C (-0.36, 0.02, -0.58)  -0.52
N (-0.94, -1.30, -0.40)  -0.04
N (-0.65, 1.01, 0.42)  0.02
O (1.48, -0.91, 1.06)  -0.51
O (2.06, 1.02, -0.38)  -0.29
S (1.61, -0.52, -0.33)  0.95
H (-0.27, 0.31, -1.69)  0.12
H (-0.70, -1.59, 0.64)  0.11
H (-1.92, -1.41, -0.49)  0.04
H (1.55, 1.65, -0.01)  -0.02
H (-0.25, 0.49, 1.17)  0.04
H (-1.61, 1.24, 0.61)  0.08